1.
10
Properties=species:S:1:pos:R:3:nbo_charge:R:1 method="wB97M-V/def2-TZVPD" orbital_gap_ev=7.43 e_above_lowest_kj_mol=224.00 total_energy_ev=-11348.331 max_force_ev_per_a=3.508 charge=-1 e_lumo_ev=4.1
C 1.177 0.792 -1.960 0.722
C 1.672 -1.551 -0.937 0.247
C 1.552 -0.431 -1.663 -0.127
O 0.903 1.952 -1.778 -0.643
O 1.122 -0.089 -3.050 -0.572
O 1.917 -1.452 0.277 -0.720
O 0.294 1.441 1.098 -0.981
H 1.723 -2.547 -1.353 0.108
H 1.100 0.910 1.528 0.476
H 0.555 1.470 0.157 0.490

=====

2.
11
Properties=species:S:1:pos:R:3:mulliken_charge:R:1 method="wB97M-V/def2-TZVPD" s2=8.761 orbital_gap_ev="5.96 / 6.70" e_above_lowest_kj_mol=0.00 multiplicity=6 total_energy_ev=-27896.426 max_force_ev_per_a=5.132 charge=+1 e_lumo_ev="-6.9 / -6.2"
C 1.187 3.273 -0.024 -0.046
C 0.224 3.688 -0.992 0.155
O -0.865 3.030 -1.088 -0.692
O 0.802 2.417 0.850 -0.657
H 2.049 3.920 0.192 0.387
H 0.327 4.657 -1.499 0.397
Pm -1.008 1.103 0.210 2.112
O -0.422 -1.183 0.102 -0.636
O 0.441 -3.234 0.037 -0.449
C 0.553 -2.018 0.097 0.277
H 1.596 -1.538 0.046 0.151

=====

3.
12
Properties=species:S:1:pos:R:3:nbo_charge:R:1 method="wB97M-V/def2-TZVPD" orbital_gap_ev=7.78 e_above_lowest_kj_mol=20.61 total_energy_ev=-33020.090 max_force_ev_per_a=4.348 charge=-1 e_lumo_ev=3.0
C 0.420 0.237 0.278 -0.386
C -2.053 -0.914 0.101 0.992
C 1.693 0.363 -0.243 -0.407
O -2.910 -1.333 0.768 -0.658
O -1.188 -1.266 -0.640 -0.677
O -2.134 0.729 0.171 -0.886
O -0.631 2.098 -1.288 -0.993
S 2.893 -0.905 -0.163 0.002
S -0.848 1.641 0.073 1.516
H 0.381 -0.517 1.010 0.190
H 1.994 1.054 -1.001 0.210
H 2.382 -1.186 0.934 0.096